C28H14BF9FeO3 | the ωB97M-V functional and the def2-TZVPD basis

Geometry as ORCA input:
```
! wB97M-V def2-TZVPD RIJCOSX def2/J DEFGRID3
* xyz 2 5
F 2.088 1.528 -5.015
C 1.453 1.591 -3.790
C 1.649 2.713 -2.996
C 0.897 2.795 -1.832
F 1.191 3.829 -0.967
C -0.119 1.858 -1.500
B -1.239 2.188 -0.433
C -1.011 3.190 0.740
C -0.155 3.101 1.852
F 0.639 1.999 1.962
C -0.128 4.014 2.896
C -0.989 5.110 2.784
F -0.962 6.075 3.773
C -1.911 5.260 1.743
C -1.889 4.292 0.741
F -2.801 4.388 -0.292
C -2.448 1.179 -0.313
C -2.725 0.443 0.858
F -1.753 0.406 1.826
C -3.852 -0.349 1.061
C -4.772 -0.363 0.007
F -5.989 -0.985 0.197
C -4.470 0.129 -1.265
C -3.307 0.881 -1.398
F -2.950 1.290 -2.661
H 1.094 -1.803 -0.258
C -0.008 0.629 -2.213
F -0.682 -0.476 -1.749
C 0.778 0.461 -3.345
H 2.398 3.486 -3.244
H 0.528 3.853 3.746
H -2.642 6.084 1.726
H -3.988 -0.919 1.974
H -5.105 -0.084 -2.133
H 0.887 -0.507 -3.843
O -0.903 -5.690 -0.463
C -0.039 -5.040 -0.031
Fe 1.378 -4.098 0.038
C 2.447 -5.324 -0.597
O 3.043 -6.005 -1.333
C 1.037 -3.409 -1.621
O 0.962 -3.309 -2.779
C 3.739 -1.568 0.792
C 2.566 -0.872 0.907
C 1.186 -1.491 0.809
C 0.884 -2.789 1.536
C 1.802 -3.676 2.140
C 3.079 -3.886 1.638
C 3.789 -3.016 0.816
H 4.668 -1.013 0.580
H 2.581 0.235 0.899
H 0.465 -0.704 1.167
H -0.187 -3.021 1.615
H 1.542 -4.345 2.961
H 3.579 -4.817 1.953
H 4.673 -3.450 0.335
*
```

Output
Energy relative to the best compared isomer or geometry (same formula, charge and spin): 3.6 kcal per mole
Kohn-Sham gap (alpha / beta): 0.23465 / 0.13710 Eh
HOMO (alpha / beta): -13.495 / -14.517 eV
M: 636.056 g/mol
<S²>: 6.149
Total energy: -94903.1958 eV